Molecular formula: C6H41N2O12
Method: DFT, ωB97M-V/def2-TZVPD

Last column: Löwdin charge in e.
Geometry (Å):
C 2.208 -2.094 -1.310  -0.012
C 1.274 -2.250 -0.023  -0.386
C 1.624 -1.104 0.875  -0.237
C 1.134 0.193 0.445  -0.169
C -0.486 0.124 0.386  -0.165
C -1.013 1.338 -0.227  -0.163
N -2.554 1.388 -0.034  0.211
N 1.245 -3.583 0.625  0.070
H 2.439 -0.978 -1.319  0.056
H 3.186 -2.503 -1.160  0.080
H 1.791 -2.414 -2.227  0.046
H 0.097 -1.939 -0.347  0.109
H 1.408 -1.126 1.933  0.124
H 2.741 -1.217 1.022  0.137
H 1.322 0.520 -0.554  0.086
H 1.444 1.001 1.117  0.107
H -0.825 -0.839 -0.103  0.069
H -0.875 0.148 1.503  0.132
H -0.504 2.217 0.134  0.121
H -0.945 1.354 -1.332  0.054
H -3.116 0.756 -0.605  0.150
H -2.949 2.269 -0.099  0.122
H -2.719 1.091 0.929  0.083
H 1.610 -4.345 0.138  0.069
H 1.613 -3.601 1.520  0.061
H 2.748 3.670 -0.285  0.128
H 1.249 4.249 -0.176  0.090
O 1.815 3.485 0.027  -0.061
H -2.995 0.902 3.948  0.066
H -1.781 0.339 3.359  0.098
O -2.698 0.726 3.034  -0.106
H -2.966 -1.840 -2.217  0.076
H -2.507 -2.355 -0.889  0.062
O -2.194 -1.917 -1.696  -0.034
H -0.206 2.323 3.708  -0.089
H 1.277 1.817 3.662  0.052
O 0.350 1.761 4.007  0.014
H 3.402 2.742 2.461  0.031
H 2.237 3.158 1.847  -0.086
O 2.631 3.221 2.641  0.025
H -0.838 -2.937 -2.110  -0.038
H 0.081 -3.943 -1.864  0.085
O -0.221 -3.404 -2.691  -0.093
H -0.632 -3.022 0.722  0.079
H -1.617 -2.905 1.921  0.040
O -1.649 -2.883 0.988  -0.085
H 3.794 -0.356 -1.199  0.019
H 5.030 -0.037 -0.474  0.013
O 4.128 0.116 -0.420  -0.024
H -1.171 -0.695 -2.522  0.033
H -0.621 0.106 -3.580  0.049
O -0.756 0.167 -2.679  -0.017
H 0.505 1.773 -2.404  0.015
H 1.019 2.948 -1.522  -0.012
O 0.565 2.748 -2.364  -0.064
H -1.854 2.318 -2.820  -0.068
H -2.536 3.679 -2.557  0.001
O -2.577 2.838 -2.874  0.048
H -2.678 -1.360 1.172  -0.028
H -4.100 -1.066 1.523  0.041
O -3.386 -0.770 1.032  -0.021

ΔE to the lowest compared entry with this formula, charge and spin = 136.60 kcal/mol
Total charge = +1

***

Molecular formula: C6H41N2O15
Method: DFT, ωB97M-V/def2-TZVPD

Last column: Löwdin charge in e.
Geometry (Å):
C 1.562 0.290 -2.246  -0.054
C 0.593 -0.915 -1.976  -0.117
N 0.239 -0.862 -0.538  -0.037
C 1.093 -1.049 0.544  0.008
C 0.307 -0.829 1.726  -0.021
N -0.984 -0.628 1.317  -0.058
C -1.046 -0.620 -0.033  0.024
C -2.131 -0.436 2.263  0.044
H 2.506 0.360 -1.705  0.038
H 1.145 1.285 -2.092  0.076
H 1.876 0.176 -3.284  0.065
H 1.139 -1.832 -2.196  0.128
H -0.283 -0.842 -2.619  0.109
H 2.115 -1.359 0.382  0.132
H 0.647 -0.908 2.748  0.119
H -1.924 -0.369 -0.610  0.145
H -1.812 0.041 3.190  0.071
H -2.423 -1.469 2.447  0.083
H -2.864 0.211 1.781  0.090
O -2.389 -4.055 2.591  -0.043
H -2.384 -3.958 3.543  0.052
H -2.815 -4.898 2.437  0.057
O -0.328 2.544 0.405  -0.044
H 0.625 2.630 0.409  -0.013
H -0.630 3.247 -0.170  0.053
O -1.178 -1.256 5.050  -0.043
H -1.663 -0.985 5.829  0.052
H -0.314 -0.858 5.155  0.032
O 2.390 2.178 0.342  -0.039
H 2.656 2.904 0.906  0.070
H 2.514 1.397 0.882  0.011
O 5.202 -0.915 -1.707  -0.052
H 4.829 -0.036 -1.644  -0.027
H 5.483 -1.120 -0.815  0.028
O 4.568 2.081 -1.499  -0.041
H 4.014 2.683 -1.003  0.013
H 4.852 2.587 -2.260  0.054
O -2.953 -1.669 -2.835  -0.033
H -2.668 -2.497 -2.447  0.014
H -2.604 -1.690 -3.727  0.045
O 0.495 -1.241 -5.583  -0.056
H 1.144 -1.882 -5.872  0.036
H 0.855 -0.396 -5.852  -0.017
O -5.083 -1.087 0.386  -0.046
H -4.494 -1.601 -0.166  -0.012
H -5.147 -0.240 -0.055  0.021
O 0.572 1.711 3.654  -0.042
H 1.166 1.184 3.119  -0.031
H 0.871 2.611 3.529  0.048
O 2.029 1.267 -6.076  -0.037
H 2.516 1.199 -6.898  0.054
H 2.583 1.809 -5.514  0.042
O -3.350 2.177 -0.470  -0.042
H -2.988 3.001 -0.144  0.026
H -4.144 2.043 0.048  0.034
O -1.796 3.364 2.982  -0.057
H -1.569 2.746 3.677  0.009
H -1.368 3.013 2.200  -0.029
O 2.961 0.636 2.580  -0.037
H 3.314 1.491 2.827  0.071
H 3.598 0.007 2.918  0.086
O -3.423 -3.481 -0.031  -0.026
H -2.683 -3.467 -0.638  0.025
H -3.023 -3.423 0.837  -0.008

ΔE to the lowest compared entry with this formula, charge and spin = 0.00 kcal/mol
Total charge = +1

***

Molecular formula: C6H43N2O13
Method: DFT, ωB97M-V/def2-TZVPD

Last column: Löwdin charge in e.
Geometry (Å):
C 1.982 2.362 0.815  -0.087
N 1.989 0.954 1.316  -0.051
C 2.779 0.124 0.482  -0.319
C 3.502 -0.927 1.420  -0.056
C 0.777 2.479 -0.188  -0.130
N -0.367 1.711 0.283  0.008
C -1.324 2.521 1.168  -0.117
C -1.655 1.547 2.340  -0.059
H 2.891 2.678 0.498  0.085
H 1.636 2.924 1.702  0.131
H 2.329 0.798 2.144  0.028
H 3.731 0.605 -0.093  0.164
H 2.304 -0.551 -0.265  0.048
H 3.238 -0.811 2.471  0.075
H 4.648 -0.905 1.298  0.109
H 3.131 -1.868 1.106  0.045
H 1.097 2.137 -1.150  0.094
H 0.426 3.501 -0.224  0.123
H -0.050 0.760 0.850  0.167
H -0.826 1.233 -0.484  0.092
H -0.856 3.436 1.528  0.122
H -2.287 2.716 0.642  0.096
H -2.665 1.169 2.111  0.082
H -1.776 2.008 3.357  0.105
H -1.116 0.604 2.395  0.027
H 0.366 -2.290 -1.821  -0.027
H -0.926 -1.949 -2.738  0.094
O -0.425 -1.870 -1.907  -0.016
H -0.403 -2.041 0.870  -0.005
H 1.007 -1.170 0.623  0.079
O 0.015 -1.236 0.828  -0.038
H -0.294 -4.586 -0.337  0.110
H -1.062 -5.470 0.481  -0.042
O -0.657 -4.705 0.670  -0.049
H -3.358 3.912 -1.435  0.080
H -3.344 5.004 -0.243  0.074
O -3.497 4.041 -0.438  -0.112
H 2.374 1.577 -3.367  0.025
H 3.341 0.942 -4.319  -0.032
O 2.857 1.700 -4.219  -0.027
H -1.417 -2.350 2.979  0.045
H -1.392 -1.194 1.958  0.021
O -1.962 -1.679 2.613  -0.045
H -0.572 3.184 -3.489  -0.050
H -0.520 2.318 -2.441  0.043
O -0.730 3.308 -2.643  -0.019
H 0.270 -5.234 -2.908  0.120
H -2.837 -3.840 1.810  -0.050
O 1.017 -4.685 -2.458  -0.029
H 3.269 -0.681 -1.837  0.124
H 2.119 -0.659 -3.003  0.098
O 2.334 -0.286 -2.084  -0.148
H -4.010 -0.143 -2.882  0.059
H -3.704 0.300 -1.484  0.089
O -3.291 0.224 -2.375  -0.039
H -1.513 0.488 -2.805  0.111
H -0.906 -0.181 -1.619  -0.055
O -0.801 0.583 -2.072  -0.091
H -3.321 -2.615 1.720  -0.032
H 1.733 -4.867 -2.951  -0.033
O -3.517 -3.452 1.365  -0.012
H 0.388 -0.149 4.841  -0.009
H -0.445 -1.002 5.881  0.005
O 0.273 -0.452 5.712  -0.001

ΔE to the lowest compared entry with this formula, charge and spin = 203.96 kcal/mol
Total charge = +1

***

Molecular formula: C6H49BrO21P3
Method: DFT, ωB97M-V/def2-TZVPD

Last column: Löwdin charge in e.
Geometry (Å):
C 3.827 -1.572 0.909  -0.126
C 3.690 -0.077 0.513  -0.343
C 2.333 0.520 0.929  -0.772
Br 2.701 1.880 2.325  0.635
P 1.182 1.103 -0.494  0.398
C 1.526 -0.456 -1.543  -0.235
C 2.586 2.177 -1.336  -0.304
C 1.949 3.031 -2.368  -0.418
O 1.803 2.609 -3.453  0.034
P 0.471 3.019 0.529  0.527
O -0.613 3.564 -0.381  -0.566
P -0.652 0.062 0.431  0.420
O -0.763 0.211 1.901  -0.365
O -0.781 -1.543 0.072  -0.205
O -2.015 0.726 -0.178  -0.190
H 4.408 -2.058 0.130  0.070
H 4.392 -1.700 1.816  0.043
H 2.868 -2.075 0.925  0.051
H 3.950 0.000 -0.536  0.076
H 4.480 0.426 1.056  0.060
H 1.805 -0.265 1.459  0.024
H 0.294 1.513 -1.569  -0.012
H 2.357 -0.351 -2.236  0.037
H 0.658 -0.746 -2.130  0.031
H 1.747 -1.330 -0.930  0.020
H 3.363 1.615 -1.840  0.072
H 3.095 2.812 -0.608  0.055
H 1.567 4.032 -2.114  0.113
H 1.460 4.039 0.571  -0.030
H -0.131 2.828 1.792  -0.032
H -0.478 -2.083 0.808  0.077
H -2.298 0.219 -0.961  0.024
O -2.380 0.230 -3.433  -0.066
H -3.236 0.677 -3.518  0.013
H -1.740 0.944 -3.568  0.027
O 3.776 -4.213 2.054  -0.053
H 4.059 -5.046 1.663  0.042
H 3.943 -4.325 2.999  -0.005
O 3.842 -3.453 4.909  -0.048
H 2.898 -3.264 4.965  0.067
H 4.152 -3.370 5.820  0.019
O -3.866 4.396 -0.288  -0.063
H -3.561 4.331 0.623  0.038
H -3.214 3.871 -0.770  0.006
O 5.135 -6.431 5.010  -0.062
H 4.520 -5.691 5.098  0.001
H 6.000 -6.011 4.970  0.032
O -2.490 1.689 -6.316  -0.045
H -2.540 1.132 -7.100  0.051
H -2.507 1.060 -5.581  0.014
O -3.336 -2.290 -1.104  -0.053
H -3.656 -1.633 -1.730  0.019
H -2.432 -2.008 -0.911  -0.008
O -2.724 -2.285 3.191  -0.076
H -3.563 -1.827 3.069  0.021
H -2.060 -1.605 3.005  0.001
O -3.619 2.561 -3.642  -0.069
H -3.489 2.865 -4.549  0.032
H -3.298 3.295 -3.105  0.039
O -5.226 1.078 -0.755  -0.048
H -5.159 1.348 -1.680  0.029
H -4.916 1.850 -0.267  0.031
O -1.193 3.589 -3.478  -0.073
H -0.830 3.431 -2.579  0.008
H -0.614 3.082 -4.058  0.031
O -2.811 4.630 -7.974  -0.062
H -2.900 5.299 -7.289  0.033
H -2.796 3.797 -7.487  0.000
O 3.925 -3.412 8.148  -0.045
H 3.863 -2.700 8.792  0.044
H 3.887 -4.216 8.677  0.044
O -5.740 -1.448 1.142  -0.056
H -5.819 -0.525 0.869  0.013
H -5.285 -1.868 0.400  0.023
O -8.736 -1.290 2.285  -0.072
H -8.070 -1.496 1.616  0.006
H -8.474 -0.424 2.612  0.026
O 6.886 -1.965 1.720  -0.048
H 6.974 -2.912 1.872  0.035
H 7.633 -1.577 2.185  0.034

ΔE to the lowest compared entry with this formula, charge and spin = 20.92 kcal/mol
Total charge = -1